93
Properties=species:S:1:pos:R:3:lowdin_spin:R:1 method="wB97M-V/def2-TZVPD" multiplicity=3 charge=+1 e_tot_ev=-135450.458 homo_ev="-11.1489 / -11.1649" s2=2.012 homo_lumo_gap_ev="7.489 / 6.877"
Mo 1.22534 -0.53726 -0.64797 1.56
Br -1.19989 -3.07934 -7.43262 0.00
O 0.00120 -1.57942 0.22510 0.16
O 0.78575 0.86407 0.20992 -0.01
O 4.85169 -2.00236 -4.29736 0.00
O -2.36220 -0.52402 2.65992 0.00
O 1.44534 -3.92943 -2.60171 0.00
O 1.39489 -1.87325 -1.76152 0.01
O -1.79456 1.67740 2.60814 0.00
N 2.70981 0.38005 -1.75187 0.02
N 6.00646 -0.32359 -5.24821 0.00
C -1.44791 -2.87807 1.59295 0.00
C -0.81409 1.98580 -1.66087 0.02
C 2.84516 -2.04912 3.17802 0.01
C 2.47807 3.72228 2.69171 0.00
C 3.64018 2.33955 -2.82276 0.00
C 0.92875 5.30217 1.77430 0.00
C 0.25931 -1.34898 3.86839 0.00
C 2.55516 -1.69508 4.48470 0.00
C -2.09884 -1.48493 -5.24981 0.00
C 1.84773 -2.04816 2.21170 0.02
C 3.51992 -0.34480 -2.57278 0.03
C 1.76740 2.68914 2.10706 0.00
C -0.17302 -2.86436 -4.78443 0.00
C -1.15248 -2.41559 -5.65612 0.00
C -2.81662 0.76193 3.03500 0.00
C -2.21505 -4.88566 2.66514 0.00
C -0.12493 1.75996 0.76388 0.00
C -1.08001 -1.42879 -3.07154 0.01
C -2.05883 -1.00014 -3.95277 0.00
C 2.85607 1.73479 -1.86857 0.03
C -2.84922 3.06802 -2.32512 0.00
C -0.77086 0.97090 1.95521 0.00
C 0.62320 2.95549 1.35929 0.00
C 1.25430 -1.35860 4.82951 0.01
C -1.44814 -0.37500 1.61073 0.00
C -1.11357 2.18966 -0.31678 0.00
C -4.13377 1.07385 2.32126 0.00
C -1.67665 2.41285 -2.65569 0.00
C 0.97167 -2.82774 -2.57862 0.01
C -3.15590 -5.06942 1.66766 0.00
C -1.36249 -3.79505 2.63007 0.00
C -0.54828 -1.64556 1.49043 0.02
C 0.55167 -1.65939 2.54140 0.02
C -2.95402 0.80961 4.55473 0.00
C -3.14476 3.30303 -0.99261 0.00
C 5.08823 -0.81928 -4.39733 0.00
C 2.05827 5.03287 2.52699 0.00
C -2.36914 -3.08809 0.57288 0.00
C 4.34063 0.18544 -3.55175 0.00
C 0.20985 4.27009 1.19515 0.00
C 4.38055 1.57114 -3.71567 0.03
C -3.22372 -4.17489 0.61277 0.00
C -2.28520 2.87237 0.00563 0.00
C -0.12853 -2.35807 -3.48928 0.00
H -2.86565 -1.15929 -5.93653 0.00
H -4.01149 0.90584 1.25344 0.00
H 2.10339 1.66219 2.22900 0.00
H 0.56151 -3.58851 -5.09878 0.00
H -3.51762 3.39809 -3.10382 0.00
H -4.04014 3.84578 -0.72733 0.00
H 0.05379 0.78530 2.66674 0.00
H -1.41137 2.25613 -3.68984 0.00
H -2.79764 -0.28476 -3.62560 0.00
H 6.49133 -0.97955 -5.84066 0.00
H 1.00879 -1.12476 5.85516 0.00
H -0.62604 -3.67492 3.40866 0.00
H 3.35252 3.50084 3.28592 0.00
H -0.76054 -1.11994 4.13383 0.00
H -3.35743 1.76840 4.86191 0.00
H 3.52037 -1.42856 -2.46118 0.00
H 2.60340 5.83784 2.99416 0.00
H 3.66498 3.41612 -2.88061 0.00
H 2.29676 2.34112 -1.16108 0.00
H -1.98040 0.66637 5.01650 0.00
H -3.93883 -4.32651 -0.18326 0.00
H -3.82875 -5.91265 1.70515 0.00
H -2.52257 3.05612 1.04086 0.00
H -3.62090 0.01804 4.87927 0.00
H 6.21813 0.65268 -5.34771 0.00
H -2.13459 -5.59820 3.47187 0.00
H 4.95309 2.04751 -4.49258 0.00
H -1.98075 -0.27562 0.64462 0.00
H -4.42917 2.10190 2.49768 0.00
H -1.06887 -1.05535 -2.04607 0.01
H 2.06798 -2.44022 1.21517 0.01
H -2.40905 -2.40505 -0.26650 0.00
H 0.59536 6.31999 1.63794 0.00
H 3.84293 -2.36461 2.91526 0.00
H 3.33088 -1.70822 5.23608 0.00
H -4.90299 0.40854 2.70104 0.00
H 0.11615 1.49078 -1.95125 0.01
H -0.67054 4.49815 0.61665 0.00